This record from the OMol25 dataset describes a cluster of 2 separate species, C4H7ClNO4S in total at a distorted geometry. The level of theory is wB97M-V/def2-TZVPD.

Computed properties:
Charge: -1
ΔE to the lowest compared entry with this formula, charge and spin: 0.00 kcal per mole
HOMO energy (alpha / beta): -0.118 / -0.206 Ha
2S+1: 3
Maximum force: 3.61 eV/A

Each atom is followed by the atoms it is bonded to, with distances in Å.
Cartesian coordinates (Å):
1 C -0.7594 -0.6528 0.7386  C2 1.511, N5 1.341, O7 1.239
2 C -1.7986 0.3391 1.2067  C1 1.511, H12 1.077, H13 1.041, H14 1.077
3 C 1.5185 -1.0158 -1.5268  C4 1.469, H15 1.139, H16 1.025, H17 1.026
4 C 2.1052 -0.6644 -0.2266  C3 1.469, S10 1.893, Cl11 1.665
5 N 0.4769 -0.6959 1.2554  C1 1.341, H18 1.039
6 O 2.8609 1.2938 1.5367  S10 1.457
7 O -1.0154 -1.4815 -0.1465  C1 1.239
8 O 4.0137 0.9006 -0.6678  S10 1.488
9 O 1.7721 2.0286 -0.4222  S10 1.456
10 S 2.7518 1.0852 0.0986  C4 1.893, O6 1.457, O8 1.488, O9 1.456
11 Cl 3.2724 -1.6499 0.4352  C4 1.665
12 H -1.4347 1.3501 1.2751  C2 1.077
13 H -2.5356 0.1388 0.4994  C2 1.041
14 H -2.0422 0.1296 2.2346  C2 1.077
15 H 0.5356 -1.5825 -1.4303  C3 1.139
16 H 1.1225 -0.1523 -1.9109  C3 1.025
17 H 2.0427 -1.4872 -2.2719  C3 1.026
18 H 0.9775 0.1228 1.6523  N5 1.039